[1]
{
  "formula": "C57H48N4O3P2S3TeW",
  "method": "the ωB97M-V functional and the def2-TZVPD basis",
  "total_charge": 2,
  "gap_ev": 5.12,
  "species": ["W", "C", "C", "N", "N", "C", "S", "S", "C", "C", "C", "C", "C", "C", "C", "C", "C", "C", "C", "C", "C", "O", "H", "H", "H", "H", "H", "H", "H", "H", "H", "H", "H", "H", "H", "H", "C", "C", "O", "C", "C", "C", "C", "C", "C", "O", "H", "H", "H", "H", "H", "H", "H", "Te", "C", "C", "C", "N", "C", "C", "C", "P", "C", "C", "C", "C", "C", "C", "C", "C", "C", "C", "C", "C", "P", "C", "C", "C", "C", "C", "C", "C", "C", "C", "C", "C", "C", "H", "H", "H", "H", "H", "H", "H", "H", "H", "H", "H", "H", "H", "H", "H", "H", "H", "H", "H", "H", "H", "H", "H", "H", "S", "C", "C", "N", "C", "H", "H", "H"],
  "xyz": [[0.36, -1.69, 0.31], [-3.85, -0.74, -2.48], [-3.06, -1.11, 0.03], [-1.69, -0.47, 0.29], [-1.67, 0.42, 1.41], [-1.37, -0.13, 2.54], [-0.66, -1.76, 2.66], [-1.52, 0.53, 4.11], [-1.78, 2.37, 4.10], [-3.13, 2.92, 3.81], [-3.46, 3.30, 2.51], [-4.64, 3.96, 2.25], [-5.53, 4.23, 3.28], [-5.22, 3.84, 4.57], [-4.03, 3.19, 4.83], [-3.21, -2.53, 0.54], [-4.40, -3.06, 1.03], [-4.47, -4.36, 1.50], [-3.35, -5.17, 1.49], [-2.17, -4.69, 0.98], [-2.10, -3.38, 0.50], [-0.92, -2.92, 0.00], [-4.42, 0.16, -2.26], [-4.54, -1.59, -2.45], [-3.45, -0.68, -3.48], [-1.04, 2.76, 3.41], [-1.49, 2.59, 5.13], [-2.75, 3.10, 1.71], [-4.87, 4.28, 1.24], [-6.45, 4.75, 3.07], [-5.90, 4.07, 5.38], [-3.78, 2.92, 5.85], [-5.31, -2.47, 1.05], [-5.40, -4.73, 1.90], [-3.40, -6.18, 1.87], [-1.27, -5.29, 0.96], [4.64, -1.49, -1.81], [3.53, -1.96, -0.92], [2.44, -1.31, -0.92], [3.73, -3.12, -0.10], [4.86, -3.94, -0.25], [5.07, -5.02, 0.58], [4.18, -5.28, 1.62], [3.06, -4.50, 1.79], [2.79, -3.44, 0.92], [1.66, -2.75, 1.04], [4.44, -0.49, -2.18], [4.75, -2.17, -2.66], [5.58, -1.49, -1.27], [5.56, -3.74, -1.04], [5.93, -5.65, 0.43], [4.38, -6.10, 2.30], [2.35, -4.70, 2.58], [2.60, 2.03, -1.56], [1.46, 3.44, -2.73], [0.32, 4.03, -2.19], [-0.40, 4.91, -2.98], [-0.05, 5.23, -4.21], [1.05, 4.70, -4.71], [1.85, 3.80, -4.02], [0.85, 1.17, -0.75], [1.18, 0.60, 0.90], [2.85, 0.00, 1.54], [2.71, -0.79, 2.68], [3.83, -1.32, 3.31], [5.09, -1.08, 2.79], [5.24, -0.28, 1.67], [4.12, 0.26, 1.05], [1.09, 2.20, 1.76], [2.03, 2.65, 2.69], [1.94, 3.94, 3.19], [0.91, 4.78, 2.79], [-0.03, 4.33, 1.88], [0.05, 3.04, 1.37], [0.04, -0.17, -1.65], [-1.74, 0.14, -1.10], [-2.74, -0.98, -1.49], [-4.14, -0.19, 0.50], [-4.25, 1.11, 0.22], [-3.38, 1.93, -0.59], [-2.25, 1.53, -1.17], [0.26, 0.25, -3.40], [1.53, -0.01, -3.91], [1.87, 0.42, -5.18], [0.93, 1.09, -5.95], [-0.35, 1.31, -5.45], [-0.69, 0.89, -4.18], [0.02, 3.81, -1.18], [-1.29, 5.39, -2.60], [1.31, 5.02, -5.71], [2.74, 3.40, -4.46], [1.73, -0.95, 3.13], [3.71, -1.91, 4.20], [5.96, -1.48, 3.28], [6.22, -0.07, 1.27], [4.27, 0.91, 0.19], [2.84, 2.01, 3.00], [2.67, 4.28, 3.89], [0.85, 5.78, 3.18], [-0.84, 4.98, 1.58], [-0.70, 2.67, 0.69], [-2.17, -1.87, -1.81], [-4.86, -0.61, 1.17], [-5.09, 1.64, 0.66], [-3.68, 2.96, -0.71], [-1.64, 2.23, -1.74], [2.24, -0.55, -3.30], [2.86, 0.23, -5.56], [1.20, 1.44, -6.93], [-1.08, 1.83, -6.06], [-1.69, 1.07, -3.81], [0.97, -4.87, -3.72], [0.94, -5.69, -2.21], [0.94, -4.80, -1.19], [0.97, -3.48, -1.57], [0.98, -3.39, -2.88], [0.92, -6.76, -2.16], [0.91, -5.04, -0.14], [1.01, -2.45, -3.40]]
}



[2]
{
  "formula": "C18H27NO5S",
  "method": "the ωB97M-V functional and the def2-TZVPD basis",
  "total_charge": 0,
  "gap_ev": 9.15,
  "smiles": "CCOC(=O)C1(CCOC)CCN(C(=O)c2ccc(CSC)o2)CC1",
  "e_above_lowest_kcal_mol": 4.53,
  "species": ["C", "C", "H", "H", "O", "C", "O", "C", "C", "H", "C", "N", "C", "O", "C", "C", "C", "C", "O", "C", "H", "H", "S", "C", "H", "H", "H", "H", "H", "C", "C", "H", "H", "H", "H", "H", "H", "H", "C", "C", "O", "C", "H", "H", "H", "H", "H", "H", "H", "H", "H", "H"],
  "xyz": [[-0.70, -0.94, 2.90], [-0.47, 0.41, 2.24], [-1.42, 0.88, 1.95], [0.08, 1.09, 2.90], [0.26, 0.26, 1.02], [1.59, 0.32, 1.10], [2.19, 0.50, 2.12], [2.29, 0.11, -0.25], [1.34, 0.01, -1.45], [0.41, -0.46, -1.14], [1.06, 1.40, -2.02], [1.09, 2.39, -0.97], [0.05, 2.85, -0.25], [0.19, 3.68, 0.63], [-1.31, 2.32, -0.52], [-2.49, 2.83, -0.04], [-3.49, 1.89, -0.36], [-2.85, 0.86, -1.01], [-1.54, 1.12, -1.11], [-3.33, -0.45, -1.48], [-2.78, -0.78, -2.37], [-4.40, -0.45, -1.68], [-3.00, -1.77, -0.23], [-4.16, -1.23, 1.06], [-3.91, -0.22, 1.37], [-5.17, -1.28, 0.68], [-4.04, -1.92, 1.89], [-4.54, 1.96, -0.15], [-2.61, 3.76, 0.48], [2.44, 2.62, -0.47], [3.23, 1.31, -0.44], [3.95, 1.35, 0.38], [3.79, 1.17, -1.38], [2.94, 3.36, -1.11], [2.34, 3.05, 0.53], [1.84, 1.68, -2.74], [0.10, 1.43, -2.54], [1.79, -0.62, -2.21], [3.12, -1.18, -0.08], [2.25, -2.43, 0.08], [1.81, -2.87, -1.19], [0.84, -3.88, -1.12], [0.59, -4.15, -2.14], [1.22, -4.76, -0.59], [-0.07, -3.53, -0.61], [2.84, -3.24, 0.55], [1.39, -2.23, 0.73], [3.76, -1.32, -0.95], [3.75, -1.08, 0.80], [-1.19, -1.62, 2.20], [0.25, -1.37, 3.21], [-1.33, -0.81, 3.78]]
}



[3]
{
  "formula": "C11H9MnN3Te4",
  "method": "the ωB97M-V functional and the def2-TZVPD basis",
  "total_charge": 0,
  "spin_multiplicity": 6,
  "gap_ev": [6.76, 5.71],
  "e_above_lowest_kcal_mol": 0.00,
  "s2": 8.825,
  "species": ["Mn", "C", "C", "C", "C", "C", "C", "N", "N", "C", "C", "C", "C", "C", "N", "H", "H", "H", "H", "H", "H", "H", "H", "H", "Te", "Te", "Te", "Te"],
  "xyz": [[0.09, -0.35, 0.40], [2.15, -0.52, 5.00], [2.60, 0.32, 3.81], [2.72, 1.77, 4.17], [1.51, 0.01, 2.83], [0.33, -0.59, 3.53], [0.92, -1.01, 4.84], [1.59, 0.12, 1.56], [2.71, 0.66, 0.99], [2.48, 0.91, -0.29], [3.49, 1.52, -1.10], [3.23, 1.80, -2.40], [1.97, 1.49, -2.97], [1.04, 0.90, -2.17], [1.27, 0.60, -0.86], [2.77, -0.64, 5.88], [3.56, -0.03, 3.40], [3.15, 2.01, 5.14], [-0.47, 0.14, 3.67], [0.38, -1.58, 5.58], [4.43, 1.75, -0.63], [4.00, 2.26, -3.01], [1.74, 1.70, -4.00], [0.06, 0.64, -2.54], [-2.45, -0.50, 0.93], [-0.67, -2.10, 2.31], [-0.51, 3.20, 3.35], [2.09, 3.37, 3.01]]
}



[4]
{
  "formula": "C6H7F3O2",
  "method": "the ωB97M-V functional and the def2-TZVPD basis",
  "total_charge": 0,
  "gap_ev": 10.11,
  "e_above_lowest_kcal_mol": 62.54,
  "species": ["C", "C", "C", "C", "C", "C", "O", "O", "F", "F", "F", "H", "H", "H", "H", "H", "H", "H"],
  "xyz": [[-0.69, 0.04, 1.75], [-0.24, -0.10, 0.66], [-1.43, 0.15, 2.95], [-0.25, -1.92, -1.79], [0.82, 0.13, -0.96], [0.81, 1.65, -1.14], [1.97, -0.30, -0.43], [0.28, -0.57, -1.98], [1.57, 2.19, -0.17], [-0.39, 2.22, -1.04], [1.37, 2.09, -2.27], [-1.00, -0.35, 3.89], [-2.45, -0.33, 2.55], [-1.51, 1.21, 3.17], [0.40, -2.71, -2.29], [-1.30, -1.72, -2.20], [-0.49, -2.11, -0.70], [2.55, 0.43, 0.01]]
}



[5]
{
  "formula": "C15H72N3O29P",
  "method": "the ωB97M-V functional and the def2-TZVPD basis",
  "total_charge": 0,
  "gap_ev": 8.18,
  "species": ["C", "N", "C", "C", "O", "C", "C", "C", "N", "N", "C", "O", "C", "C", "O", "C", "O", "C", "C", "O", "C", "C", "C", "P", "O", "O", "O", "H", "H", "H", "H", "H", "H", "H", "H", "H", "H", "H", "H", "H", "H", "H", "H", "H", "H", "H", "H", "H", "H", "H", "H", "H", "H", "H", "H", "H", "H", "O", "H", "H", "O", "H", "H", "O", "H", "H", "O", "H", "H", "O", "H", "H", "O", "H", "H", "O", "H", "H", "O", "H", "H", "O", "H", "H", "O", "H", "H", "O", "H", "H", "O", "H", "H", "O", "H", "H", "O", "H", "H", "O", "H", "H", "O", "H", "H", "O", "H", "H", "O", "H", "H", "O", "H", "H", "O", "H", "H", "O", "H", "H"],
  "xyz": [[1.58, 3.30, 1.59], [0.81, 3.40, 0.34], [1.64, 3.77, -0.81], [0.08, 2.21, 0.05], [-1.06, 2.28, -0.30], [0.83, 0.88, 0.20], [-0.01, -0.35, -0.19], [-0.38, -0.22, -1.69], [0.75, 0.15, -2.55], [-1.21, -0.34, 0.68], [-1.48, -1.54, 1.31], [-2.27, -1.65, 2.22], [-0.58, -2.59, 0.64], [-1.45, -3.29, -0.46], [-2.83, -3.33, -0.10], [-3.64, -2.82, -1.13], [-3.31, -1.52, -1.49], [-3.93, -0.53, -0.68], [-5.29, -0.12, -1.24], [-5.14, 0.61, -2.45], [0.62, -1.76, 0.16], [1.23, -2.53, -1.05], [1.81, -1.74, 1.17], [1.46, -1.68, 2.96], [2.75, -1.48, 3.66], [0.46, -0.46, 3.38], [0.84, -3.10, 3.47], [2.61, 2.99, 1.35], [1.61, 4.26, 2.10], [1.10, 2.60, 2.28], [1.03, 3.79, -1.71], [2.00, 4.78, -0.66], [2.50, 3.09, -0.89], [1.78, 0.93, -0.33], [1.11, 0.78, 1.25], [-0.83, -1.14, -2.07], [-1.14, 0.54, -1.82], [0.83, 1.16, -2.56], [1.63, -0.20, -2.19], [-1.13, 0.34, 1.43], [-0.22, -3.42, 1.25], [-1.32, -2.87, -1.45], [-1.12, -4.32, -0.52], [-3.56, -3.48, -2.00], [-4.67, -2.87, -0.76], [-4.02, -0.83, 0.37], [-3.28, 0.34, -0.71], [-5.75, 0.55, -0.50], [-5.90, -1.01, -1.41], [-5.18, 1.54, -2.23], [1.41, -3.56, -0.73], [0.57, -2.58, -1.91], [2.20, -2.13, -1.34], [2.32, -2.69, 1.03], [2.52, -0.95, 0.92], [-0.37, -0.82, 3.73], [0.58, -2.95, 4.40], [3.82, 1.59, -2.34], [4.62, 1.35, -1.85], [3.79, 0.92, -3.04], [1.36, -0.98, -5.36], [0.54, -1.14, -5.83], [1.11, -0.45, -4.59], [-0.24, 2.44, 4.20], [-0.20, 2.06, 5.08], [-0.92, 1.94, 3.75], [1.06, -4.12, -3.69], [1.06, -3.61, -4.51], [0.22, -4.59, -3.71], [2.65, 6.04, 1.69], [3.28, 6.74, 1.91], [1.80, 6.51, 1.62], [0.08, 6.09, 3.43], [0.12, 5.72, 4.31], [-0.62, 5.58, 2.99], [-2.36, -3.60, 4.76], [-2.37, -3.10, 3.93], [-3.20, -4.07, 4.77], [3.82, -2.29, -3.81], [3.79, -1.85, -4.67], [2.99, -2.76, -3.78], [-2.39, 4.31, 3.09], [-2.37, 3.93, 3.97], [-3.08, 3.82, 2.63], [4.00, 4.56, -3.42], [3.95, 3.71, -2.98], [3.61, 4.40, -4.28], [-4.37, -2.81, 6.86], [-3.54, -2.76, 6.37], [-4.25, -2.20, 7.60], [-2.88, 2.35, 5.45], [-2.65, 1.49, 5.81], [-2.47, 2.98, 6.06], [-0.29, -2.80, 6.59], [-0.17, -3.24, 7.43], [-0.96, -3.33, 6.13], [6.66, 2.09, -2.30], [5.92, 2.68, -2.45], [7.23, 2.22, -3.06], [2.42, 2.44, -5.00], [2.44, 2.13, -4.09], [1.71, 1.94, -5.41], [-4.66, 1.40, -5.43], [-4.69, 1.06, -4.53], [-5.35, 0.92, -5.90], [-3.18, -6.30, 4.81], [-2.95, -7.10, 5.29], [-2.33, -5.94, 4.54], [5.11, 3.41, -0.08], [5.98, 3.38, -0.52], [5.22, 4.08, 0.60], [-2.18, -6.42, -0.22], [-2.96, -6.55, -0.77], [-2.50, -5.91, 0.52], [-6.48, -0.14, -7.21], [-7.44, -0.18, -7.27], [-6.19, -0.04, -8.12], [9.41, 1.73, -2.80], [9.65, 0.88, -2.43], [9.82, 2.38, -2.22]]
}



[6]
{
  "formula": "C2F6NO4S2Sr",
  "method": "the ωB97M-V functional and the def2-TZVPD basis",
  "total_charge": 1,
  "gap_ev": 8.67,
  "e_above_lowest_kcal_mol": 10.57,
  "species": ["C", "F", "F", "F", "Sr", "N", "S", "O", "O", "S", "O", "O", "C", "F", "F", "F"],
  "xyz": [[0.68, 2.25, 0.72], [1.55, 3.21, 0.39], [-0.06, 2.25, -0.40], [0.48, 2.60, 1.98], [-0.98, -0.81, 2.88], [0.87, -0.45, -0.54], [1.50, 0.31, 0.68], [1.03, -0.11, 2.02], [2.92, 0.46, 0.57], [-0.23, -1.61, -0.51], [-0.95, -1.72, 0.79], [0.27, -2.85, -1.06], [-1.55, -0.98, -1.68], [-1.56, 0.33, -1.66], [-1.27, -1.42, -2.89], [-2.70, -1.46, -1.28]]
}



[7]
{
  "formula": "C26H48GeIN3ORhSi3",
  "method": "the ωB97M-V functional and the def2-TZVPD basis",
  "total_charge": 2,
  "spin_multiplicity": 2,
  "gap_ev": [5.32, 4.69],
  "e_above_lowest_kcal_mol": 0.00,
  "s2": 0.760,
  "species": ["Rh", "C", "C", "C", "C", "C", "C", "C", "C", "C", "C", "N", "C", "C", "C", "C", "C", "N", "H", "H", "H", "H", "H", "H", "H", "H", "H", "H", "H", "H", "H", "H", "H", "H", "H", "N", "C", "O", "C", "I", "H", "H", "H", "H", "C", "Si", "C", "C", "Ge", "Si", "C", "C", "C", "Si", "C", "C", "C", "H", "H", "H", "H", "H", "H", "H", "H", "H", "H", "H", "H", "H", "H", "H", "H", "H", "H", "H", "H", "H", "H", "H", "H", "H", "H", "H"],
  "xyz": [[0.06, 0.40, -0.36], [-2.31, -0.47, -2.04], [-2.15, 0.62, -3.10], [-2.49, 1.99, -2.55], [-3.74, 2.54, -2.79], [-4.05, 3.80, -2.32], [-3.10, 4.53, -1.61], [-1.85, 4.00, -1.33], [-0.85, 4.81, -0.53], [-1.46, 5.53, 0.68], [-1.55, 2.71, -1.80], [-0.29, 2.11, -1.57], [0.81, 2.59, -2.04], [2.02, 1.89, -1.83], [3.32, 2.11, -2.27], [4.07, 1.00, -1.87], [3.21, 0.16, -1.19], [1.96, 0.68, -1.16], [-2.07, -1.45, -2.46], [-3.32, -0.48, -1.65], [-1.61, -0.27, -1.19], [-2.82, 0.40, -3.93], [-1.13, 0.61, -3.48], [-4.46, 1.99, -3.37], [-5.03, 4.23, -2.50], [-3.35, 5.52, -1.27], [-0.41, 5.57, -1.19], [-0.04, 4.17, -0.19], [-2.14, 6.32, 0.38], [-0.67, 5.98, 1.27], [-2.01, 4.83, 1.31], [0.80, 3.49, -2.64], [3.66, 2.97, -2.83], [5.12, 0.82, -2.05], [3.44, -0.80, -0.74], [3.05, -3.71, -2.11], [2.08, -2.86, -1.83], [1.66, -2.89, -0.62], [1.52, -2.00, -2.84], [-0.39, -3.59, -3.77], [3.32, -3.88, -3.07], [3.31, -4.40, -1.42], [2.00, -1.92, -3.81], [0.83, -1.23, -2.56], [-1.15, -0.13, 2.96], [-1.02, 1.18, 1.59], [-2.77, 1.83, 1.31], [0.18, 2.50, 2.22], [0.67, -1.75, 0.55], [2.82, -1.74, 2.28], [4.05, -2.92, 1.50], [2.16, -2.35, 3.91], [3.20, 0.09, 2.21], [-1.09, -3.76, 1.10], [-0.58, -5.23, 0.07], [-2.65, -2.89, 0.55], [-0.92, -3.97, 2.95], [-1.41, 0.38, 3.89], [-0.20, -0.64, 3.12], [-1.92, -0.88, 2.76], [-3.10, 2.32, 2.23], [-3.47, 1.02, 1.09], [-2.82, 2.55, 0.50], [-0.38, 3.39, 2.51], [0.92, 2.81, 1.48], [0.72, 2.14, 3.10], [3.61, -3.91, 1.39], [4.93, -3.01, 2.15], [4.39, -2.58, 0.52], [1.83, -3.39, 3.87], [1.32, -1.75, 4.28], [2.95, -2.29, 4.66], [2.38, 0.66, 1.77], [4.09, 0.28, 1.62], [3.38, 0.48, 3.22], [-0.49, -4.97, -0.98], [-1.33, -6.02, 0.15], [0.37, -5.65, 0.40], [-2.81, -3.02, -0.52], [-2.61, -1.81, 0.75], [-3.51, -3.30, 1.07], [-0.02, -4.53, 3.21], [-1.77, -4.55, 3.32], [-0.91, -3.02, 3.48]]
}



| no. | DFT total energy (eV) | strongest force on any atom (hartree/bohr) |
| --- | --- | --- |
| 1 | -132176.5176 | 0.061 |
| 2 | -41667.0647 | 0.026 |
| 3 | -76512.8447 | 0.002 |
| 4 | -18578.4451 | 0.104 |
| 5 | -89862.5363 | 0.067 |
| 6 | -50556.9572 | 0.111 |
| 7 | -125503.1227 | 0.065 |